Entry 1:
2 unconnected molecules or ions with the total composition C28H30N. Source: the Open Molecules 2025 dataset; level of theory: ωB97M-V/def2-TZVPD.

Computed properties:
HOMO energy, eV: -11.389
LUMO energy, eV: -4.95
Charge: +1
Spin multiplicity: 1
Frontier orbital gap, eV: 6.4

Geometry (Å):
1 C -3.74 -2.13 -0.38
2 C -2.21 -2.11 -0.30
3 N -1.65 -0.72 -0.31
4 C -2.23 0.02 0.88
5 C -3.75 0.05 0.85
6 C -4.27 -0.68 -0.42
7 C -3.65 0.03 -1.65
8 C -2.13 0.01 -1.54
9 H -4.04 -2.67 -1.28
10 H -4.13 -2.66 0.49
11 H -1.86 -2.60 0.62
12 H -1.76 -2.66 -1.14
13 H -1.87 -0.47 1.79
14 H -1.80 1.03 0.86
15 H -4.13 -0.44 1.75
16 H -4.09 1.09 0.86
17 H -5.37 -0.66 -0.46
18 H -3.95 -0.48 -2.57
19 H -3.99 1.07 -1.70
20 H -1.72 1.03 -1.48
21 H -1.67 -0.47 -2.42
22 C 2.88 5.23 0.64
23 C 3.31 4.38 -0.38
24 C 2.93 3.03 -0.38
25 C 2.23 2.49 0.72
26 C 1.79 1.09 0.73
27 C 1.37 0.48 -0.48
28 C 0.97 -0.83 -0.64
29 C 0.83 -1.52 -1.91
30 C 0.67 -2.93 -1.90
31 C 0.49 -3.64 -3.08
32 C 0.43 -2.96 -4.31
33 C 0.63 -1.58 -4.34
34 C 0.84 -0.85 -3.16
35 C 1.84 0.38 2.01
36 C 0.90 -0.61 2.38
37 C 1.04 -1.34 3.56
38 C 2.09 -1.05 4.44
39 C 3.02 -0.06 4.12
40 C 2.88 0.67 2.94
41 C 1.94 3.34 1.81
42 C 2.18 4.71 1.74
43 H 3.10 6.30 0.60
44 H 3.92 4.76 -1.20
45 H 3.20 2.38 -1.21
46 H 1.40 1.11 -1.37
47 H 0.94 -1.49 0.22
48 H 0.68 -3.44 -0.94
49 H 0.38 -4.73 -3.04
50 H 0.25 -3.52 -5.23
51 H 0.62 -1.05 -5.29
52 H 0.97 0.23 -3.19
53 H 0.04 -0.76 1.73
54 H 0.33 -2.13 3.79
55 H 2.19 -1.60 5.38
56 H 3.85 0.17 4.79
57 H 3.57 1.48 2.72
58 H 1.49 2.92 2.71
59 H 1.84 5.36 2.54

=====

Entry 2:
2 unconnected molecules or ions with the total composition C28H30N. Source: the Open Molecules 2025 dataset; level of theory: ωB97M-V/def2-TZVPD.

Computed properties:
HOMO energy, eV: -11.100
LUMO energy, eV: -5.20
Charge: +1
Spin multiplicity: 1
Frontier orbital gap, eV: 5.9

Geometry (Å):
1 C 2.21 3.91 0.28
2 C 1.75 2.67 -0.47
3 N 1.08 1.65 0.44
4 C -0.10 2.35 1.11
5 C 0.32 3.59 1.90
6 C 1.86 3.78 1.79
7 C 2.53 2.49 2.34
8 C 2.06 1.27 1.55
9 H 3.29 4.04 0.16
10 H 1.71 4.80 -0.13
11 H 1.01 2.95 -1.24
12 H 2.58 2.19 -1.00
13 H -0.83 2.62 0.33
14 H -0.59 1.62 1.77
15 H -0.19 4.47 1.49
16 H 0.03 3.47 2.95
17 H 2.19 4.66 2.35
18 H 3.62 2.58 2.26
19 H 2.26 2.36 3.39
20 H 1.53 0.57 2.21
21 H 2.91 0.73 1.11
22 C -3.31 -4.14 2.89
23 C -2.33 -4.69 2.05
24 C -1.74 -3.91 1.05
25 C -2.21 -2.60 0.80
26 C -1.59 -1.73 -0.22
27 C -0.18 -1.69 -0.36
28 C 0.52 -0.93 -1.28
29 C 1.94 -0.99 -1.51
30 C 2.52 -0.30 -2.61
31 C 3.90 -0.33 -2.83
32 C 4.72 -1.06 -1.96
33 C 4.16 -1.80 -0.91
34 C 2.79 -1.79 -0.70
35 C -2.46 -0.97 -1.11
36 C -2.14 0.35 -1.51
37 C -3.02 1.10 -2.28
38 C -4.17 0.49 -2.81
39 C -4.47 -0.84 -2.50
40 C -3.66 -1.55 -1.62
41 C -3.28 -2.10 1.59
42 C -3.76 -2.83 2.67
43 H -3.73 -4.73 3.71
44 H -2.01 -5.73 2.19
45 H -0.94 -4.31 0.44
46 H 0.37 -2.37 0.30
47 H -0.03 -0.40 -2.06
48 H 1.86 0.19 -3.33
49 H 4.33 0.20 -3.67
50 H 5.81 -1.05 -2.09
51 H 4.79 -2.42 -0.26
52 H 2.33 -2.44 0.05
53 H -1.18 0.77 -1.18
54 H -2.79 2.14 -2.49
55 H -4.83 1.07 -3.46
56 H -5.34 -1.33 -2.94
57 H -3.91 -2.57 -1.33
58 H -3.67 -1.10 1.38
59 H -4.50 -2.38 3.35

=====

Entry 3:
A molecular structure, C28H30N4S5Ti. Source: the Open Molecules 2025 dataset; level of theory: ωB97M-V/def2-TZVPD.

Computed properties:
HOMO energy, eV: -13.714
LUMO energy, eV: -7.47
Charge: +2
Spin multiplicity: 1
Frontier orbital gap, eV: 6.2

Geometry (Å):
1 Ti 0.18 -0.21 -0.05
2 S -0.58 1.74 0.97
3 C -2.32 1.50 1.15
4 C -3.01 2.36 2.00
5 C -4.39 2.30 2.09
6 C -5.11 1.39 1.32
7 C -4.43 0.53 0.47
8 C -3.05 0.58 0.39
9 S -2.23 -0.61 -0.66
10 C -2.43 -2.11 0.34
11 C -1.86 -1.92 1.71
12 C -2.49 -2.47 2.81
13 C -1.93 -2.31 4.07
14 C -0.76 -1.58 4.18
15 C -0.19 -1.04 3.04
16 C 1.05 -0.20 3.16
17 S 1.98 -0.13 1.62
18 C 2.72 -1.75 1.56
19 C 3.80 -2.01 2.39
20 C 4.35 -3.28 2.40
21 C 3.83 -4.27 1.58
22 C 2.76 -4.00 0.74
23 C 2.19 -2.73 0.72
24 S 0.92 -2.40 -0.47
25 N -0.72 -1.21 1.82
26 H -2.46 3.08 2.59
27 H -4.92 2.97 2.75
28 H -6.19 1.36 1.37
29 H -4.98 -0.17 -0.15
30 H -1.91 -2.90 -0.21
31 H -3.49 -2.36 0.38
32 H -3.41 -3.03 2.68
33 H -2.40 -2.73 4.94
34 H -0.29 -1.42 5.14
35 H 1.72 -0.61 3.92
36 H 0.81 0.83 3.43
37 H 4.20 -1.23 3.01
38 H 5.20 -3.49 3.04
39 H 4.26 -5.26 1.59
40 H 2.37 -4.77 0.09
41 S -3.32 3.09 -4.07
42 C -2.75 4.01 -2.75
43 C -2.03 3.22 -1.92
44 N -1.93 1.90 -2.30
45 C -2.57 1.71 -3.42
46 H -2.96 5.06 -2.66
47 H -1.56 3.55 -1.00
48 H -2.63 0.75 -3.91
49 C 3.01 0.08 -1.61
50 C 3.63 0.61 -2.93
51 N 2.68 1.46 -3.64
52 C 2.30 2.58 -2.79
53 C 1.60 2.05 -1.52
54 N 1.60 0.56 -1.52
55 C 0.87 0.07 -2.73
56 C 1.50 0.71 -4.00
57 H 3.54 0.46 -0.73
58 H 3.00 -1.01 -1.57
59 H 3.91 -0.22 -3.58
60 H 4.53 1.18 -2.73
61 H 1.63 3.23 -3.36
62 H 3.19 3.16 -2.54
63 H 0.56 2.37 -1.47
64 H 2.10 2.37 -0.60
65 H -0.18 0.37 -2.62
66 H 0.95 -1.02 -2.75
67 H 0.79 1.38 -4.49
68 H 1.77 -0.07 -4.71

=====

Entry 4:
A molecular structure, C28H30N6PbSSi. Source: the Open Molecules 2025 dataset; level of theory: ωB97M-V/def2-TZVPD.

Computed properties:
HOMO energy, eV: -12.963
LUMO energy, eV: -8.71
Charge: +2
Spin multiplicity: 1
Frontier orbital gap, eV: 4.3

Geometry (Å):
1 Pb -0.29 -1.14 0.07
2 C 5.76 2.39 -4.02
3 C 4.90 1.79 -2.96
4 C 5.47 1.32 -1.75
5 C 4.68 0.75 -0.82
6 C 3.24 0.62 -0.99
7 N 2.47 0.16 -0.03
8 C 3.01 -0.65 0.94
9 C 3.98 -1.62 0.62
10 C 4.54 -2.42 1.59
11 C 4.17 -2.28 2.92
12 C 4.76 -3.14 3.99
13 C 3.17 -1.34 3.25
14 C 2.56 -0.57 2.29
15 N 1.59 0.36 2.68
16 C 1.62 1.22 3.74
17 C 0.40 1.81 3.82
18 C -0.35 1.25 2.77
19 N 0.37 0.37 2.09
20 C 2.67 1.19 -2.20
21 C 3.52 1.71 -3.15
22 N 1.31 1.22 -2.46
23 C 0.73 2.15 -3.30
24 C -0.51 1.71 -3.62
25 C -0.63 0.46 -2.95
26 N 0.44 0.16 -2.25
27 H 6.81 2.20 -3.85
28 H 5.60 3.47 -4.03
29 H 5.47 2.01 -5.00
30 H 6.53 1.45 -1.58
31 H 5.09 0.48 0.14
32 H 4.22 -1.77 -0.43
33 H 5.26 -3.19 1.31
34 H 5.70 -3.58 3.66
35 H 4.07 -3.96 4.23
36 H 4.93 -2.58 4.91
37 H 2.85 -1.25 4.28
38 H 2.52 1.34 4.32
39 H 0.08 2.56 4.53
40 H -1.38 1.42 2.48
41 H 3.12 2.03 -4.10
42 H 1.24 3.06 -3.56
43 H -1.25 2.20 -4.23
44 H -1.47 -0.21 -2.94
45 C -6.96 0.27 1.50
46 Si -5.95 0.39 -0.06
47 C -7.00 0.12 -1.57
48 C -5.12 2.06 -0.15
49 C -4.70 -1.06 0.00
50 C -5.28 -2.33 0.03
51 C -4.54 -3.50 0.08
52 C -3.16 -3.38 0.10
53 N -2.57 -2.18 0.07
54 C -3.30 -1.06 0.02
55 S -2.30 0.42 -0.01
56 H -7.75 1.03 1.51
57 H -6.35 0.41 2.39
58 H -7.46 -0.70 1.59
59 H -7.78 0.88 -1.63
60 H -7.50 -0.85 -1.56
61 H -6.41 0.18 -2.48
62 H -5.92 2.81 -0.20
63 H -4.50 2.18 -1.04
64 H -4.51 2.29 0.72
65 H -6.37 -2.41 0.02
66 H -5.01 -4.47 0.11
67 H -2.51 -4.24 0.14

=====

Entry 5:
A molecular structure, C28H30N8OPdSeSi2. Source: the Open Molecules 2025 dataset; level of theory: ωB97M-V/def2-TZVPD.

Computed properties:
HOMO energy (spin up / spin down), eV: -13.935 / -14.234
LUMO energy (spin up / spin down), eV: -6.16 / -9.07
Charge: +2
<S²>: 6.0337
Spin multiplicity: 5
Frontier orbital gap (spin up / spin down), eV: 7.8 / 5.2

Geometry (Å):
1 Pd 0.07 -0.42 0.25
2 C -2.95 -0.80 -2.26
3 Si -1.31 -0.17 -2.98
4 C -0.98 -0.60 -4.79
5 C -1.30 1.71 -2.84
6 C 0.00 -1.05 -1.87
7 C -0.42 -2.36 -1.39
8 C -0.73 -3.42 -2.25
9 C -1.13 -4.63 -1.72
10 C -1.21 -4.77 -0.34
11 C -0.87 -3.70 0.46
12 N -0.49 -2.53 -0.06
13 Si 1.88 -1.01 -2.28
14 C 2.79 -1.71 -0.76
15 C 2.50 0.70 -2.78
16 C 2.15 -2.15 -3.78
17 H -3.78 -0.23 -2.68
18 H -2.97 -0.69 -1.18
19 H -3.13 -1.85 -2.49
20 H -1.85 -0.32 -5.39
21 H -0.78 -1.65 -4.98
22 H -0.13 -0.03 -5.17
23 H -2.16 2.09 -3.38
24 H -0.42 2.16 -3.29
25 H -1.38 2.04 -1.80
26 H -0.67 -3.27 -3.32
27 H -1.36 -5.46 -2.37
28 H -1.53 -5.70 0.11
29 H -0.93 -3.76 1.53
30 H 2.63 -1.10 0.13
31 H 3.86 -1.71 -0.97
32 H 2.49 -2.73 -0.55
33 H 2.77 1.32 -1.93
34 H 1.78 1.23 -3.40
35 H 3.39 0.57 -3.39
36 H 1.71 -3.14 -3.66
37 H 3.23 -2.28 -3.92
38 H 1.76 -1.71 -4.69
39 Se 1.43 4.35 6.03
40 N 1.34 2.61 5.88
41 C 1.26 2.30 4.61
42 C 1.23 0.95 4.09
43 C 1.32 -0.19 4.90
44 C 1.39 -1.43 4.30
45 C 1.34 -1.52 2.91
46 N 1.20 -0.45 2.14
47 C 1.15 0.78 2.70
48 C 1.07 1.92 1.80
49 N 0.94 1.65 0.49
50 C 0.94 2.66 -0.37
51 C 1.05 3.99 0.02
52 C 1.14 4.28 1.36
53 C 1.16 3.23 2.28
54 C 1.25 3.42 3.71
55 N 1.34 4.60 4.29
56 H 1.35 -0.07 5.97
57 H 1.48 -2.32 4.89
58 H 1.42 -2.47 2.42
59 H 0.85 2.39 -1.42
60 H 1.07 4.77 -0.73
61 H 1.22 5.30 1.73
62 N -3.07 2.53 1.23
63 C -2.50 1.34 1.40
64 O -1.76 0.87 0.49
65 C -2.78 0.69 2.69
66 C -3.50 1.35 3.69
67 N -4.06 1.93 4.52
68 C -2.28 -0.58 2.91
69 N -1.81 -1.63 3.02
70 H -2.99 2.99 0.33
71 H -3.73 2.89 1.89

=====

Entry 6:
A molecular structure, C28H31AgAsBrFN2STe. Source: the Open Molecules 2025 dataset; level of theory: ωB97M-V/def2-TZVPD.

Computed properties:
HOMO energy, eV: -2.916
LUMO energy, eV: 1.36
Charge: -1
Spin multiplicity: 1
Frontier orbital gap, eV: 4.3

Geometry (Å):
1 Ag -0.32 -0.15 -0.42
2 Br -4.51 0.15 5.84
3 C -3.07 -0.05 4.60
4 C -1.77 0.11 5.04
5 C -0.73 0.01 4.14
6 C -0.96 -0.22 2.77
7 C -2.30 -0.37 2.37
8 C -3.34 -0.30 3.26
9 N 0.01 -0.17 1.83
10 C 1.27 -0.46 2.14
11 C 2.32 -0.20 1.25
12 C 3.67 -0.31 1.68
13 C 4.68 -0.06 0.81
14 C 4.37 0.29 -0.51
15 C 3.03 0.38 -0.86
16 N 2.03 0.15 -0.03
17 H -1.57 0.33 6.08
18 H 0.28 0.19 4.49
19 H -2.49 -0.55 1.31
20 H -4.36 -0.42 2.92
21 H 1.52 -0.97 3.07
22 H 3.85 -0.58 2.71
23 H 5.72 -0.13 1.13
24 H 5.14 0.46 -1.24
25 H 2.76 0.63 -1.88
26 F -3.51 -5.61 0.04
27 C -2.85 -4.42 -0.12
28 C -3.55 -3.31 -0.56
29 C -2.86 -2.12 -0.73
30 C -1.49 -2.00 -0.46
31 C -0.84 -3.15 -0.01
32 C -1.50 -4.36 0.16
33 H -4.61 -3.38 -0.76
34 H -3.42 -1.27 -1.08
35 H 0.22 -3.11 0.24
36 H -0.98 -5.24 0.51
37 C -1.07 3.12 2.78
38 C -1.11 3.92 1.48
39 As -1.40 2.72 -0.07
40 C -3.37 2.61 0.06
41 C -3.98 1.96 -1.17
42 C -1.30 4.13 -1.48
43 C -1.89 5.49 -1.13
44 H -0.87 3.76 3.64
45 H -0.29 2.36 2.72
46 H -2.02 2.61 2.94
47 H -0.17 4.45 1.34
48 H -1.92 4.66 1.53
49 H -3.78 3.61 0.22
50 H -3.60 2.01 0.95
51 H -3.90 2.62 -2.03
52 H -5.03 1.71 -1.02
53 H -3.44 1.04 -1.40
54 H -1.79 3.73 -2.36
55 H -0.24 4.25 -1.73
56 H -2.91 5.39 -0.77
57 H -1.91 6.13 -2.01
58 H -1.30 5.99 -0.36
59 Te -0.74 1.03 -2.97
60 C -0.27 -0.04 -4.74
61 C 0.95 -0.46 -5.17
62 C 0.96 -0.98 -6.48
63 C -0.26 -0.96 -7.06
64 S -1.45 -0.31 -5.98
65 H 1.82 -0.38 -4.54
66 H 1.86 -1.32 -6.97
67 H -0.55 -1.28 -8.04

=====

Entry 7:
A molecular structure, C28H31BrGe2HfN7. Source: the Open Molecules 2025 dataset; level of theory: ωB97M-V/def2-TZVPD.

Computed properties:
HOMO energy (spin up / spin down), eV: -18.678 / -18.654
LUMO energy (spin up / spin down), eV: -14.71 / -14.50
Charge: +4
<S²>: 0.8125
Spin multiplicity: 2
Frontier orbital gap (spin up / spin down), eV: 4.0 / 4.1

Geometry (Å):
1 Hf -1.27 0.42 0.38
2 Br -2.84 -7.15 0.37
3 C -2.33 -5.22 -0.03
4 C -2.78 -4.49 -1.17
5 C -3.08 -3.13 -1.07
6 C -2.69 -2.36 0.05
7 C -1.97 -3.04 1.06
8 C -1.73 -4.43 0.95
9 N -2.78 -0.91 0.12
10 C -3.82 -0.09 -0.35
11 C -3.69 1.36 -0.43
12 C -4.44 2.14 -1.37
13 C -4.21 3.50 -1.51
14 C -3.25 4.13 -0.66
15 C -2.68 3.35 0.35
16 N -2.93 1.99 0.54
17 H -2.93 -5.04 -2.11
18 H -3.77 -2.69 -1.77
19 H -1.66 -2.50 1.92
20 H -1.08 -4.80 1.74
21 H -4.62 -0.63 -0.86
22 H -5.20 1.57 -1.94
23 H -4.70 4.07 -2.33
24 H -2.98 5.19 -0.74
25 H -1.96 3.80 1.04
26 N -2.76 2.05 3.53
27 N -1.99 0.93 3.54
28 N -1.43 0.75 4.75
29 C -0.50 -0.21 4.46
30 N -0.52 -0.66 3.18
31 N -1.33 0.26 2.57
32 H -2.78 2.56 4.42
33 H -3.05 2.43 2.65
34 H 0.14 -0.70 5.18
35 C 2.80 -2.23 2.38
36 Ge 2.78 -2.06 0.44
37 C 1.63 -3.29 -0.65
38 C 4.50 -1.56 -0.43
39 Ge 1.25 0.01 -0.16
40 C 2.35 1.64 0.40
41 C 1.76 2.92 0.33
42 C 2.41 4.06 0.84
43 C 3.68 3.93 1.44
44 C 4.28 2.69 1.44
45 C 3.59 1.54 1.00
46 C 1.38 0.35 -2.22
47 C 2.24 -0.39 -3.06
48 C 2.17 -0.28 -4.44
49 C 1.29 0.60 -5.07
50 C 0.47 1.42 -4.27
51 C 0.59 1.30 -2.88
52 H 3.86 -2.29 2.66
53 H 2.31 -3.18 2.69
54 H 2.35 -1.40 2.93
55 H 2.35 -4.06 -0.99
56 H 1.30 -2.75 -1.55
57 H 0.80 -3.71 -0.06
58 H 5.00 -2.54 -0.48
59 H 5.14 -0.91 0.19
60 H 4.37 -1.14 -1.44
61 H 0.85 3.12 -0.25
62 H 1.93 5.03 0.71
63 H 4.18 4.79 1.90
64 H 5.32 2.63 1.81
65 H 4.07 0.58 1.07
66 H 3.02 -0.99 -2.58
67 H 2.79 -0.96 -5.05
68 H 1.20 0.63 -6.15
69 H -0.31 2.11 -4.62
70 H -0.09 1.95 -2.29

=====

The records above yield ΔE to the lowest compared entry with this formula, charge and spin values of 127.9, 157.1, 0.0, 0.0, 61.2, 55.5, 0.0 kJ/mol, respectively.